1.
Here is a structure of composition C23H25IrN8O2S3 from the OMol25 dataset. Energies are from ωB97M-V/def2-TZVPD.

```
! wB97M-V def2-TZVPD RIJCOSX def2/J DEFGRID3
* xyz 3 2
Ir -0.1103 0.3102 0.3600
O -1.2669 -1.2926 3.4863
S -0.1485 -0.5343 3.0541
O -0.3314 0.8331 2.5022
N 0.3569 -1.1731 1.5312
C 0.3811 -2.4011 0.9965
C 0.5177 -3.6305 1.6637
C 0.5376 -4.8070 0.9242
C 0.4175 -4.7889 -0.4561
C 0.2551 -3.5638 -1.1686
C 0.0726 -3.4773 -2.5651
C -0.1175 -2.2452 -3.1470
C -0.1266 -1.0981 -2.3492
N 0.0543 -1.1531 -1.0322
C 0.2423 -2.3745 -0.4372
C 1.1390 -0.5564 4.1833
C 2.1673 0.3824 4.0673
C 3.1843 0.3429 5.0005
C 3.1597 -0.6049 6.0215
C 2.1195 -1.5207 6.1295
C 1.0894 -1.5064 5.2065
H 0.6122 -3.6513 2.7416
H 0.6483 -5.7514 1.4392
H 0.4322 -5.7153 -1.0167
H 0.0738 -4.3792 -3.1653
H -0.2674 -2.1442 -4.2127
H -0.2707 -0.1148 -2.7769
H 2.1353 1.1367 3.2938
H 3.9913 1.0611 4.9539
H 3.9567 -0.6178 6.7533
H 2.1043 -2.2339 6.9417
H 0.2539 -2.1886 5.2872
C -3.6865 -1.6664 0.9794
C -4.3691 -0.3731 0.5583
C -3.4253 0.6496 0.0288
N -2.1441 0.5404 -0.0431
N -1.4777 1.6086 -0.6083
C -2.2887 2.5933 -0.9268
N -1.9183 3.7547 -1.4480
S -3.9522 2.1700 -0.6436
H -4.4367 -2.3690 1.3349
H -2.9779 -1.4994 1.7880
H -3.1680 -2.1295 0.1364
H -4.9200 0.0721 1.3918
H -5.1171 -0.5627 -0.2167
H -0.9413 3.9811 -1.5455
H -2.5893 4.4755 -1.6619
C 2.3184 4.6889 2.2901
C 3.3982 4.0963 1.3929
C 3.0081 2.7836 0.7967
N 1.8850 2.1886 0.9799
N 1.8021 0.9829 0.3137
C 2.8935 0.6770 -0.3706
N 3.0649 -0.4272 -1.1202
S 4.0987 1.8891 -0.2313
H 2.6590 5.6437 2.6834
H 2.0959 4.0328 3.1314
H 1.3933 4.8553 1.7403
H 4.3281 3.9518 1.9506
H 3.6473 4.7816 0.5785
H 2.5040 -1.2350 -0.9203
H 3.9728 -0.6057 -1.5206
*
```

The HOMO-LUMO gap (alpha / beta) comes out at 7.8462 / 5.9944 eV. As for the expectation value of S²: 0.79. The value obtained for the relative energy (zero: lowest compared OMol25 entry of this formula, charge and spin) is 0.000 eV.


2.
Here is the molecule C23H25N3O2S from the OMol25 dataset. Energies are from ωB97M-V/def2-TZVPD.

```
! wB97M-V def2-TZVPD RIJCOSX def2/J DEFGRID3
* xyz 0 1
O -4.7149 -3.2044 -0.4160
C -4.2079 -2.1172 -0.2124
N -2.8452 -2.0221 -0.1783
C -2.0316 -0.9109 -0.0406
C -0.6549 -1.0538 -0.1882
C 0.1909 0.0386 -0.0552
C 1.6711 -0.0659 -0.2313
O 2.3311 0.8446 -0.6927
N 2.2089 -1.2525 0.1443
C 3.6393 -1.4639 0.1215
C 4.3227 -0.9555 1.3934
C 5.8398 -0.9115 1.2174
N 6.2138 -0.1564 0.0466
C 7.6259 -0.2137 -0.2738
C 7.7585 0.8396 -1.3659
C 6.8315 1.9583 -0.8753
C 5.8580 1.2584 0.0876
C -0.3510 1.2940 0.2142
C -1.7113 1.4433 0.3754
C -2.5577 0.3466 0.2525
S -4.2779 0.6095 0.5021
C -5.0254 -0.9039 -0.0091
C -6.3529 -1.0290 -0.2296
C -7.4229 -0.0638 -0.1434
C -8.6028 -0.3355 -0.8485
C -9.6606 0.5493 -0.8313
C -9.5758 1.7204 -0.0936
C -8.4271 1.9904 0.6312
C -7.3607 1.1118 0.6090
H -2.3781 -2.9033 -0.3584
H -0.2622 -2.0288 -0.4407
H 1.6556 -1.8820 0.7029
H 4.0384 -0.9072 -0.7278
H 3.8353 -2.5285 -0.0226
H 3.9522 0.0487 1.6039
H 4.0756 -1.5952 2.2440
H 6.2188 -1.9299 1.0846
H 6.2956 -0.4981 2.1395
H 7.8935 -1.2172 -0.6114
H 8.2610 0.0445 0.5937
H 8.7853 1.1728 -1.5051
H 7.3901 0.4309 -2.3061
H 6.3065 2.4335 -1.7013
H 7.4004 2.7261 -0.3504
H 4.8190 1.3816 -0.2230
H 5.9682 1.6657 1.1065
H 0.3127 2.1404 0.2912
H -2.1409 2.4083 0.5946
H -6.6515 -2.0170 -0.5631
H -8.6727 -1.2477 -1.4234
H -10.5579 0.3264 -1.3899
H -10.4043 2.4127 -0.0767
H -8.3619 2.8923 1.2221
H -6.4898 1.3265 1.2067
*
```

The HOMO-LUMO gap comes out at 7.8502 eV. The SMILES is O=C1Nc2cc(C(=O)NCCCN3CCCC3)ccc2S/C1=C\c1ccccc1. The value obtained for the relative energy (zero: lowest compared OMol25 entry of this formula, charge and spin) is 1.350 eV.


3.
Here is the molecule C23H25N3O3 from the OMol25 dataset. Energies are from ωB97M-V/def2-TZVPD.

```
! wB97M-V def2-TZVPD RIJCOSX def2/J DEFGRID3
* xyz 0 1
C 2.6181 -2.6737 -4.7451
O 1.9061 -2.3563 -3.5749
C 0.5462 -2.4911 -3.5852
C -0.2068 -2.8906 -4.6825
C -1.5847 -2.9845 -4.5627
C -2.2188 -2.6902 -3.3735
C -1.4740 -2.2886 -2.2645
C -2.1328 -1.9648 -0.9897
C -3.2065 -2.7203 -0.5216
C -3.8083 -2.3997 0.6815
C -3.3647 -1.3315 1.4402
C -2.2917 -0.5699 0.9854
N -1.7710 0.5188 1.6779
C -2.0915 0.9944 2.9047
O -2.9687 0.5628 3.6238
C -1.2143 2.1746 3.3392
C 0.1522 1.6801 3.8313
C 1.0194 1.1074 2.7047
N 0.6924 1.7215 1.4184
C 1.6591 1.4285 0.3866
C 3.0253 2.0299 0.5355
C 4.1127 1.8594 -0.3657
C 5.1085 2.5959 0.1956
O 4.6740 3.1583 1.3249
N 3.3832 2.8015 1.5269
C 0.3549 3.1285 1.5724
C -1.0206 3.2404 2.2445
C -1.6877 -0.8932 -0.2274
C -0.0951 -2.1936 -2.3851
H 2.4690 -3.7184 -5.0364
H 3.6684 -2.5154 -4.5047
H 2.3365 -2.0209 -5.5782
H 0.2590 -3.1290 -5.6255
H -2.1658 -3.2917 -5.4201
H -3.2940 -2.7509 -3.3038
H -3.5520 -3.5702 -1.0905
H -4.6370 -2.9931 1.0391
H -3.8329 -1.0840 2.3779
H -0.9444 0.9557 1.2549
H -1.7377 2.6158 4.1928
H 0.0127 0.9210 4.6019
H 0.6668 2.5263 4.2900
H 2.0758 1.2666 2.9588
H 0.8500 0.0295 2.6037
H 1.7751 0.3390 0.3308
H 1.2489 1.7644 -0.5742
H 4.1303 1.2845 -1.2668
H 6.1219 2.7940 -0.0902
H 1.1196 3.6547 2.1573
H 0.3174 3.5896 0.5827
H -1.1122 4.2354 2.6816
H -1.8087 3.1399 1.4958
H -0.8701 -0.2839 -0.5863
H 0.5151 -1.9092 -1.5420
*
```

The HOMO-LUMO gap comes out at 8.6325 eV. The SMILES is COc1cccc(-c2cccc(NC(=O)C3CCN(Cc4ccon4)CC3)c2)c1. The value obtained for the relative energy (zero: lowest compared OMol25 entry of this formula, charge and spin) is 3.846 eV.


4.
Here is a cluster of 2 separate species, C23H25N3O3 in total from the OMol25 dataset. Energies are from ωB97M-V/def2-TZVPD.

```
! wB97M-V def2-TZVPD RIJCOSX def2/J DEFGRID3
* xyz 0 1
C -6.5248 -1.7715 -0.2345
N -5.4345 -1.8390 0.7229
C -5.6428 -2.6556 1.9047
C -4.1917 -1.2768 0.4828
C -4.0655 0.1005 0.1741
C -2.8238 0.7089 0.2283
C -1.6379 -0.0298 0.4237
C -0.3619 0.6755 0.6166
C 0.9030 -0.1032 0.6381
C 1.8638 0.0463 -0.3749
C 3.0815 -0.6037 -0.3714
C 3.4325 -1.4292 0.7169
N 4.6869 -1.9453 0.8462
C 4.9409 -3.0033 1.8047
C 5.7820 -1.6222 -0.0562
C 2.4221 -1.6929 1.6925
C 1.2024 -1.0295 1.6594
C -1.7656 -1.4411 0.5112
C -3.0103 -2.0480 0.6076
H -6.4309 -0.8539 -0.8250
H -6.5003 -2.6389 -0.9203
H -7.4918 -1.7894 0.2884
H -5.2388 -2.1436 2.7933
H -6.7162 -2.8090 2.0531
H -5.1557 -3.6405 1.8234
H -4.9769 0.6609 -0.0328
H -2.7419 1.7880 0.0972
H -0.4073 1.5319 1.2854
H 1.6506 0.6655 -1.2305
H 3.7571 -0.4739 -1.2118
H 4.6215 -2.6917 2.8059
H 4.3958 -3.9244 1.5339
H 6.0091 -3.2170 1.8127
H 5.7134 -0.5918 -0.4281
H 6.7304 -1.7342 0.4907
H 5.8177 -2.3060 -0.9219
H 2.6046 -2.4163 2.4923
H 0.4576 -1.2664 2.4185
H -0.8676 -2.0614 0.5175
H -3.1016 -3.1329 0.7420
O -0.1257 2.0126 -0.7895
C 0.2960 3.1354 -1.2348
C 1.1046 3.1463 -2.4458
N 1.2723 1.9123 -3.1532
O 2.2517 1.8695 -3.9443
O 0.4891 0.9439 -3.0144
C 1.8706 4.2448 -2.8335
C 1.7494 5.4375 -2.1261
C 0.8641 5.5153 -1.0344
C 0.1122 4.4159 -0.6289
H 2.5527 4.1365 -3.6755
H 2.3628 6.2888 -2.4248
H 0.7935 6.4549 -0.4816
H -0.5785 4.4912 0.2103
*
```

The HOMO-LUMO gap comes out at 6.9211 eV. The value obtained for the relative energy (zero: lowest compared OMol25 entry of this formula, charge and spin) is 9.317 eV.


Repeat the second record exactly.
Here is the molecule C23H25N3O2S from the OMol25 dataset. Energies are from ωB97M-V/def2-TZVPD.

```
! wB97M-V def2-TZVPD RIJCOSX def2/J DEFGRID3
* xyz 0 1
O -4.7149 -3.2044 -0.4160
C -4.2079 -2.1172 -0.2124
N -2.8452 -2.0221 -0.1783
C -2.0316 -0.9109 -0.0406
C -0.6549 -1.0538 -0.1882
C 0.1909 0.0386 -0.0552
C 1.6711 -0.0659 -0.2313
O 2.3311 0.8446 -0.6927
N 2.2089 -1.2525 0.1443
C 3.6393 -1.4639 0.1215
C 4.3227 -0.9555 1.3934
C 5.8398 -0.9115 1.2174
N 6.2138 -0.1564 0.0466
C 7.6259 -0.2137 -0.2738
C 7.7585 0.8396 -1.3659
C 6.8315 1.9583 -0.8753
C 5.8580 1.2584 0.0876
C -0.3510 1.2940 0.2142
C -1.7113 1.4433 0.3754
C -2.5577 0.3466 0.2525
S -4.2779 0.6095 0.5021
C -5.0254 -0.9039 -0.0091
C -6.3529 -1.0290 -0.2296
C -7.4229 -0.0638 -0.1434
C -8.6028 -0.3355 -0.8485
C -9.6606 0.5493 -0.8313
C -9.5758 1.7204 -0.0936
C -8.4271 1.9904 0.6312
C -7.3607 1.1118 0.6090
H -2.3781 -2.9033 -0.3584
H -0.2622 -2.0288 -0.4407
H 1.6556 -1.8820 0.7029
H 4.0384 -0.9072 -0.7278
H 3.8353 -2.5285 -0.0226
H 3.9522 0.0487 1.6039
H 4.0756 -1.5952 2.2440
H 6.2188 -1.9299 1.0846
H 6.2956 -0.4981 2.1395
H 7.8935 -1.2172 -0.6114
H 8.2610 0.0445 0.5937
H 8.7853 1.1728 -1.5051
H 7.3901 0.4309 -2.3061
H 6.3065 2.4335 -1.7013
H 7.4004 2.7261 -0.3504
H 4.8190 1.3816 -0.2230
H 5.9682 1.6657 1.1065
H 0.3127 2.1404 0.2912
H -2.1409 2.4083 0.5946
H -6.6515 -2.0170 -0.5631
H -8.6727 -1.2477 -1.4234
H -10.5579 0.3264 -1.3899
H -10.4043 2.4127 -0.0767
H -8.3619 2.8923 1.2221
H -6.4898 1.3265 1.2067
*
```

The HOMO-LUMO gap comes out at 7.8502 eV. The SMILES is O=C1Nc2cc(C(=O)NCCCN3CCCC3)ccc2S/C1=C\c1ccccc1. The value obtained for the relative energy (zero: lowest compared OMol25 entry of this formula, charge and spin) is 1.350 eV.